Record 1
DFT (ωB97M-V/def2-TZVPD) results for a structure of composition C53H54Ge2NPtS5.

Element x y z (Å)
Pt 0.072 -2.374 -2.659
S 1.601 -4.237 -3.529
C 0.150 -5.122 -3.277
C 0.024 -6.520 -3.311
C -1.197 -7.084 -3.012
C -2.279 -6.265 -2.684
C -2.085 -4.899 -2.677
N -0.913 -4.349 -2.979
H 0.892 -7.119 -3.546
H -1.318 -8.161 -3.016
H -3.243 -6.683 -2.428
H -2.888 -4.216 -2.426
C -5.586 -3.724 -0.241
C -4.458 -3.354 0.687
C -3.531 -4.299 1.106
C -2.474 -3.959 1.937
C -1.503 -5.010 2.401
C -2.329 -2.623 2.339
C -3.297 -1.672 1.991
C -3.268 -0.260 2.526
C -4.343 -2.055 1.158
C -1.158 -2.228 3.173
C -1.180 -2.545 4.528
C -0.143 -2.165 5.363
C 0.916 -1.440 4.847
C 0.955 -1.101 3.495
C -0.076 -1.503 2.642
Ge 0.011 -1.172 0.652
S 0.193 -3.107 -0.327
S 1.682 0.211 -0.068
Ge 0.089 0.926 -1.524
S -0.118 -0.159 -3.417
S -1.596 0.242 -0.146
C 0.221 2.901 -1.923
C -0.749 3.797 -1.464
C -0.700 5.135 -1.851
C 0.316 5.597 -2.667
C 1.304 4.723 -3.089
C 1.271 3.379 -2.725
C 2.434 2.525 -3.104
C 2.573 1.992 -4.386
C 1.589 2.292 -5.487
C 3.665 1.175 -4.661
C 4.623 0.895 -3.702
C 5.782 -0.020 -3.992
C 4.507 1.495 -2.452
C 3.436 2.317 -2.140
C 3.373 3.007 -0.801
C -1.826 3.382 -0.520
C -1.561 3.327 0.851
C -0.183 3.602 1.387
C -2.588 2.972 1.720
C -3.858 2.668 1.258
C -4.960 2.293 2.214
C -4.099 2.721 -0.110
C -3.102 3.073 -1.008
C -3.368 3.083 -2.490
C 2.103 -0.270 3.030
C 3.258 -0.857 2.514
C 3.364 -2.346 2.308
C 4.320 -0.035 2.143
C 4.250 1.341 2.266
C 5.406 2.226 1.878
C 3.082 1.909 2.768
C 2.007 1.125 3.152
C 0.739 1.757 3.661
H -5.514 -4.768 -0.549
H -5.569 -3.096 -1.134
H -6.553 -3.579 0.247
H -3.618 -5.324 0.761
H -1.717 -5.966 1.924
H -1.554 -5.135 3.485
H -0.482 -4.725 2.147
H -2.447 -0.112 3.225
H -4.204 -0.042 3.046
H -3.157 0.458 1.712
H -5.078 -1.311 0.865
H -2.032 -3.087 4.923
H -0.166 -2.423 6.415
H 1.734 -1.127 5.487
H -1.463 5.814 -1.486
H 0.355 6.642 -2.953
H 2.125 5.074 -3.704
H 0.715 2.819 -5.111
H 1.250 1.366 -5.950
H 2.064 2.908 -6.256
H 3.747 0.729 -5.647
H 5.763 -0.366 -5.025
H 5.745 -0.894 -3.340
H 6.731 0.491 -3.815
H 5.269 1.312 -1.700
H 4.305 2.864 -0.254
H 2.563 2.604 -0.189
H 3.193 4.076 -0.924
H 0.340 4.341 0.780
H 0.417 2.685 1.379
H -0.233 3.960 2.416
H -2.379 2.913 2.784
H -4.578 2.191 3.229
H -5.422 1.347 1.925
H -5.742 3.057 2.219
H -5.085 2.466 -0.488
H -4.385 2.754 -2.703
H -2.673 2.413 -3.003
H -3.228 4.080 -2.909
H 2.555 -2.880 2.801
H 4.316 -2.723 2.686
H 3.308 -2.576 1.240
H 5.213 -0.490 1.725
H 6.221 1.643 1.450
H 5.788 2.758 2.752
H 5.091 2.972 1.145
H 3.008 2.990 2.846
H 0.811 2.845 3.631
H 0.534 1.452 4.689
H -0.115 1.448 3.051

Properties
LUMO energy (spin up / spin down): 2.45 / 1.93 eV
frontier orbital gap (spin up / spin down): 6.98 / 6.69 eV
relative energy (zero: lowest compared OMol25 entry of this formula, charge and spin): 67.55 kJ/mol
expectation value of S²: 2.009
spin multiplicity: 3
total charge: -1

These are the Löwdin partial charges, in e, on atoms 1 to 4:
1 Pt 0.4193
2 S 0.5060
3 C -0.8390
4 C -0.1049

Record 2
DFT (ωB97M-V/def2-TZVPD) results for a structure of composition C34H64As4N2O4PReSi2.

Element x y z (Å)
Re 0.508 -0.349 0.475
O 1.729 -4.328 4.086
C 1.078 -4.970 3.104
C 0.911 -6.349 3.246
C 0.257 -7.078 2.278
C -0.248 -6.455 1.135
C -0.084 -5.098 0.987
C 0.570 -4.329 1.960
C 0.720 -2.885 1.749
O 0.254 -2.368 0.642
N 1.277 -2.159 2.683
N 1.313 -0.816 2.332
C 1.768 0.005 3.214
C 1.862 1.429 3.052
C 2.425 2.153 4.120
C 2.557 3.518 4.073
C 2.112 4.198 2.937
C 1.555 3.519 1.876
C 1.418 2.126 1.904
O 0.889 1.534 0.839
H 1.767 -3.375 3.860
H 1.313 -6.819 4.134
H 0.140 -8.146 2.407
H -0.751 -7.033 0.372
H -0.440 -4.601 0.093
H 2.106 -0.428 4.153
H 2.762 1.604 4.991
H 2.997 4.058 4.900
H 2.207 5.275 2.884
H 1.213 4.041 0.992
C -0.153 0.751 -3.209
As -0.906 -0.163 -1.683
C -0.904 -1.993 -2.349
C -2.864 0.067 -1.683
C -3.710 1.317 -1.985
C -5.169 0.826 -1.841
C -3.537 2.421 -0.931
As -1.726 3.072 -0.432
C -2.135 3.118 1.490
C -1.944 5.011 -0.662
C -3.571 1.755 -3.465
As -2.371 3.227 -4.038
C -2.382 2.710 -5.928
C -3.757 4.607 -4.187
H -0.056 1.813 -3.000
H -0.794 0.599 -4.077
H 0.825 0.309 -3.392
H -1.543 -2.074 -3.227
H -1.254 -2.670 -1.570
H 0.121 -2.259 -2.606
H -3.154 -0.321 -0.701
H -3.162 -0.693 -2.410
H -5.349 0.401 -0.850
H -5.404 0.065 -2.588
H -5.860 1.659 -1.979
H -3.935 2.029 0.011
H -4.171 3.273 -1.193
H -3.097 3.602 1.665
H -1.362 3.676 2.012
H -2.151 2.098 1.877
H -2.975 5.316 -0.476
H -1.636 5.332 -1.652
H -1.303 5.497 0.074
H -4.554 2.069 -3.825
H -3.302 0.885 -4.070
H -1.750 1.834 -6.078
H -1.982 3.527 -6.525
H -3.395 2.484 -6.262
H -4.104 4.904 -3.199
H -4.602 4.242 -4.771
H -3.338 5.486 -4.677
C -1.919 -1.567 3.935
P -2.505 -1.082 2.312
C -3.979 -0.100 2.583
C -3.033 -2.571 1.462
O -1.486 -0.286 1.523
H -2.724 -2.046 4.494
H -1.591 -0.676 4.472
H -1.080 -2.257 3.851
H -4.731 -0.690 3.109
H -4.385 0.222 1.623
H -3.736 0.781 3.177
H -3.586 -3.224 2.137
H -2.151 -3.095 1.099
H -3.671 -2.309 0.617
C 4.844 1.358 0.467
Si 3.822 1.196 -1.093
C 4.898 0.943 -2.605
C 2.802 2.746 -1.355
As 2.443 -0.725 -0.966
Si 3.874 -2.476 -0.234
C 4.379 -2.270 1.565
C 2.965 -4.079 -0.575
C 5.404 -2.418 -1.306
H 5.411 2.293 0.440
H 5.554 0.538 0.585
H 4.203 1.382 1.352
H 5.789 1.574 -2.549
H 4.343 1.235 -3.500
H 5.224 -0.086 -2.739
H 3.310 3.380 -2.087
H 2.714 3.309 -0.428
H 1.795 2.544 -1.720
H 3.880 -1.432 2.050
H 5.455 -2.089 1.621
H 4.158 -3.173 2.138
H 1.885 -3.944 -0.607
H 3.189 -4.839 0.177
H 3.280 -4.465 -1.548
H 6.009 -1.527 -1.135
H 5.151 -2.471 -2.366
H 6.023 -3.288 -1.067

Properties
LUMO energy (spin up / spin down): -2.66 / -3.75 eV
frontier orbital gap (spin up / spin down): 7.06 / 6.26 eV
relative energy (zero: lowest compared OMol25 entry of this formula, charge and spin): 0.00 kJ/mol
expectation value of S²: 3.780
spin multiplicity: 4
total charge: +1

These are the Löwdin partial charges, in e, on atoms 1 to 4:
1 Re 1.1218
2 O 0.0675
3 C -0.2622
4 C 0.0001

Record 3
DFT (ωB97M-V/def2-TZVPD) results for a cluster of 7 separate species, C43H68BBr12ClFNO2S in total at a distorted geometry.

Element x y z (Å)
C 5.767 4.425 -0.767
C 4.486 5.100 -0.925
C 3.615 4.729 -2.241
C 2.605 3.519 -1.997
C 1.837 3.539 -0.621
C 0.800 2.435 -0.290
C 0.002 2.405 1.100
C -0.231 3.852 1.766
C -1.839 4.032 1.956
C -2.557 4.186 0.524
C -4.149 4.441 0.637
C -4.794 4.004 -0.790
C -5.009 2.387 -0.808
C -6.236 2.100 -1.846
C -5.738 1.131 -3.052
C 0.557 1.348 -1.363
C 1.288 1.231 -2.727
C 2.340 2.364 -3.032
C 3.128 2.359 -4.443
C 2.110 2.574 -5.700
C 1.576 4.108 -5.780
C -0.044 4.129 -5.705
C -0.582 4.341 -4.198
C -0.770 5.909 -3.806
N 1.036 0.187 -3.736
C 0.771 -1.139 -3.158
C -0.042 -1.432 -1.865
C -0.314 -2.829 -1.268
C 0.222 -4.084 -2.003
C -0.050 -5.545 -1.384
B -1.511 -5.640 -0.644
O -2.734 -6.055 -1.283
O -1.527 -5.217 0.761
C 1.006 -3.840 -3.318
F 1.465 -5.012 -4.018
C 1.308 -2.415 -3.910
Cl 2.239 -2.376 -5.468
S -0.737 0.049 -0.987
H 5.913 3.551 -0.046
H 6.645 4.768 -1.416
H 4.175 5.876 -0.151
H 4.372 4.569 -3.079
H 2.965 5.656 -2.475
H 1.995 4.360 0.147
H -1.015 1.890 1.043
H 0.626 1.782 1.850
H 0.191 3.818 2.841
H 0.183 4.730 1.168
H -2.234 3.047 2.415
H -2.070 4.884 2.686
H -2.012 5.024 -0.052
H -2.446 3.160 0.000
H -4.427 5.530 0.836
H -4.618 3.790 1.452
H -5.761 4.579 -0.973
H -4.020 4.218 -1.610
H -5.284 2.046 0.253
H -4.076 1.857 -1.226
H -7.103 1.661 -1.248
H -6.563 3.078 -2.358
H -5.815 0.047 -2.677
H -6.401 1.319 -3.971
H -4.645 1.338 -3.356
H 3.899 3.193 -4.529
H 3.715 1.370 -4.579
H 2.729 2.374 -6.658
H 1.233 1.845 -5.652
H 2.055 4.789 -4.989
H 1.836 4.529 -6.827
H -0.480 4.970 -6.346
H -0.471 3.144 -6.097
H -1.606 3.838 -4.035
H 0.125 3.897 -3.419
H -1.169 6.522 -4.682
H -1.532 5.988 -2.942
H 0.270 6.289 -3.498
H 1.841 0.054 -4.366
H -0.912 -2.856 -0.285
H 0.730 -5.664 -0.535
H 0.152 -6.396 -2.117
H -3.393 -5.343 -1.076
H -2.244 -4.519 0.779
Br 0.983 -3.787 3.631
C 0.528 -5.445 4.548
C -0.901 -5.847 4.278
Br -2.147 -4.771 5.325
H 0.741 -5.294 5.606
H 1.217 -6.189 4.146
H -1.077 -6.876 4.597
H -1.190 -5.742 3.232
Br 0.432 4.493 4.982
C 0.950 3.087 6.229
C 2.207 2.386 5.776
Br 1.838 1.142 4.321
H 0.095 2.418 6.329
H 1.118 3.599 7.179
H 2.615 1.769 6.579
H 2.979 3.069 5.422
Br -4.028 0.636 2.465
C -3.502 -0.777 3.702
C -2.248 -1.472 3.236
Br -2.626 -2.706 1.774
H -4.356 -1.447 3.802
H -3.329 -0.272 4.654
H -1.834 -2.095 4.032
H -1.479 -0.785 2.881
Br 4.225 4.158 9.326
C 3.764 2.508 10.258
C 2.337 2.104 9.983
Br 1.084 3.190 11.007
H 3.971 2.672 11.315
H 4.457 1.760 9.868
H 2.158 1.079 10.313
H 2.056 2.198 8.934
Br -1.220 -9.133 3.759
C -0.718 -9.417 1.895
C 0.777 -9.535 1.740
Br 1.639 -7.790 1.843
H -1.148 -8.596 1.322
H -1.209 -10.349 1.610
H 1.031 -9.919 0.751
H 1.242 -10.165 2.499
Br 2.074 -8.425 -3.880
C 3.103 -7.512 -5.260
C 2.882 -8.140 -6.614
Br 3.871 -9.810 -6.791
H 4.146 -7.528 -4.943
H 2.741 -6.483 -5.250
H 3.270 -7.496 -7.404
H 1.835 -8.367 -6.818

Properties
LUMO energy: -0.37 eV
frontier orbital gap: 7.14 eV
SMILES: C=CCc1cc(CCCCCCCCC)c2c(c1CCCCCC)Nc1c(cc(CB(O)O)c(F)c1Cl)S2.BrCCBr.BrCCBr.BrCCBr.BrCCBr.BrCCBr.BrCCBr

These are the Löwdin partial charges, in e, on atoms 1 to 4:
1 C -0.0361
2 C -0.1545
3 C -0.1869
4 C -0.1067

Record 4
DFT (ωB97M-V/def2-TZVPD) results for a cluster of 2 separate species, CH2Cl3OPS2 in total at a distorted geometry.

Element x y z (Å)
C -2.369 -1.054 0.084
O -1.010 0.269 -2.166
P -1.187 -1.232 -1.568
S 3.333 -0.495 0.385
S 1.909 -0.946 -1.040
Cl -3.614 -2.294 -0.020
Cl -3.006 0.625 0.094
Cl -1.322 -1.184 1.574
H -1.165 1.028 -1.606
H 1.376 0.152 -1.719

Properties
LUMO energy (spin up / spin down): -1.11 / -2.08 eV
frontier orbital gap (spin up / spin down): 8.08 / 6.13 eV
relative energy (zero: lowest compared OMol25 entry of this formula, charge and spin): 335.73 kJ/mol

These are the natural (NBO) partial charges, in e, on atoms 1 to 4:
1 C -0.4552
2 O -0.9978
3 P 0.9128
4 S -0.1179

Record 5
DFT (ωB97M-V/def2-TZVPD) results for the molecule C4H4N2O3 at a distorted geometry.

Element x y z (Å)
C -0.983 -1.543 -0.162
C -0.691 -0.185 -0.135
C 0.787 -0.194 -0.145
C 1.567 0.926 0.208
N 1.185 -1.458 -0.200
N -1.648 0.828 -0.116
O -2.728 0.511 0.348
O -1.320 1.870 -0.571
O 0.162 -2.258 -0.158
H -1.939 -2.045 0.010
H 1.999 1.081 1.232
H 2.500 0.657 -0.244
H 1.109 1.811 -0.066

Properties
LUMO energy (spin up / spin down): -0.54 / -0.54 eV
frontier orbital gap (spin up / spin down): 9.96 / 9.96 eV
relative energy (zero: lowest compared OMol25 entry of this formula, charge and spin): 569.24 kJ/mol
SMILES: Cc1nocc1[N+](=O)[O-]

These are the natural (NBO) partial charges, in e, on atoms 1 to 4:
1 C 0.1664
2 C -0.0993
3 C 0.1724
4 C -0.6875

Record 6
DFT (ωB97M-V/def2-TZVPD) results for a structure of composition C3H10ClN3O5P2SSb at a distorted geometry.

Element x y z (Å)
N 2.600 -1.869 2.592
C 1.447 -1.217 2.757
C 1.254 0.210 2.073
Sb 0.536 -0.003 -0.023
Cl 0.047 -2.349 0.449
N 1.091 1.992 -0.314
C 0.506 2.571 -1.296
O -0.255 3.247 -2.042
P -0.026 -0.422 -2.424
N 1.288 -0.305 -3.370
O -0.549 -2.056 -2.543
O -1.313 0.542 -3.030
P -1.840 0.572 0.599
O -2.151 2.281 0.512
O -2.227 0.153 2.245
S -3.171 -0.433 -0.457
H 2.538 -2.774 3.109
H 0.590 -1.657 3.377
H 2.306 0.697 2.016
H 0.622 0.952 2.701
H 2.194 -0.463 -0.436
H 1.427 -1.263 -3.760
H -1.523 -2.040 -2.725
H -0.957 1.205 -3.672
H -3.099 2.386 0.798
H -1.421 0.176 2.807

Properties
LUMO energy: 2.54 eV
frontier orbital gap: 7.92 eV
total charge: -1

These are the natural (NBO) partial charges, in e, on atoms 1 to 4:
1 N -0.6548
2 C 0.1283
3 C -0.8631
4 Sb 1.2149

Record 7
DFT (ωB97M-V/def2-TZVPD) results for a structure of composition C17H22AsN5O5SeYb at a distorted geometry.

Element x y z (Å)
Yb -0.226 0.233 1.322
C -0.761 3.052 -2.025
C -0.377 2.486 -0.827
N 0.196 1.271 -0.759
C 0.439 0.627 -1.905
C 0.156 1.143 -3.165
C -0.501 2.374 -3.205
C 0.430 0.393 -4.399
C 1.398 -0.494 -4.639
C 2.554 -0.866 -3.801
C 3.352 0.043 -3.110
C 4.390 -0.481 -2.355
N 4.647 -1.784 -2.305
C 3.866 -2.563 -3.043
N 2.833 -2.173 -3.778
H -1.259 4.011 -2.039
H -0.517 3.009 0.112
H 0.871 -0.359 -1.817
H -0.800 2.797 -4.155
H -0.288 0.573 -5.193
H 1.358 -1.048 -5.569
H 3.185 1.110 -3.167
H 5.035 0.162 -1.766
H 4.093 -3.623 -3.054
O 0.172 1.873 2.648
Se 0.738 0.593 3.564
O 1.131 0.877 5.054
O -0.583 -0.440 3.329
O 1.784 -0.066 2.504
N -0.091 -3.192 0.380
C 0.875 -4.077 0.096
C 2.041 -3.364 -0.073
C 1.675 -2.034 0.131
N 0.370 -1.931 0.404
H -1.060 -3.384 0.559
H 0.675 -5.133 0.029
H 3.025 -3.736 -0.300
H 2.311 -1.162 0.119
C -4.428 2.111 2.482
As -2.881 0.971 2.829
C -3.629 -0.717 3.410
C -2.207 1.914 4.387
O -2.204 0.786 1.285
H -5.066 2.162 3.362
H -4.999 1.742 1.634
H -4.062 3.111 2.251
H -4.508 -0.529 4.023
H -2.882 -1.258 3.984
H -3.911 -1.284 2.525
H -3.107 2.119 4.965
H -1.730 2.843 4.090
H -1.520 1.312 4.971

Properties
LUMO energy: -3.10 eV
frontier orbital gap: 8.88 eV
expectation value of S²: 0.751
spin multiplicity: 2
total charge: +1

These are the natural (NBO) partial charges, in e, on atoms 1 to 4:
1 Yb 2.0082
2 C -0.2345
3 C 0.0636
4 N -0.5762

Record 8
DFT (ωB97M-V/def2-TZVPD) results for a cluster of 4 separate species, C3H13NO3 in total at a distorted geometry.

Element x y z (Å)
C -2.320 -1.457 1.516
C -1.086 -1.724 1.108
N -0.270 -0.827 0.395
C 0.619 -1.464 -0.594
H -2.864 -0.559 1.230
H -2.811 -2.175 2.157
H -0.577 -2.573 1.566
H -0.850 -0.215 -0.172
H 1.580 -1.759 -0.162
H 0.848 -0.698 -1.342
H 0.112 -2.299 -1.092
H 1.137 0.252 0.968
H 2.641 0.347 1.293
O 1.893 0.887 1.043
H -0.183 1.627 -1.901
H -1.486 1.927 -1.214
O -0.981 1.194 -1.579
H 1.623 1.947 -0.484
H 1.050 3.258 -1.070
O 1.386 2.381 -1.320

Properties
LUMO energy: 0.72 eV
frontier orbital gap: 9.36 eV
relative energy (zero: lowest compared OMol25 entry of this formula, charge and spin): 71.38 kJ/mol
SMILES: C=CNC.O.O.O

These are the natural (NBO) partial charges, in e, on atoms 1 to 4:
1 C -0.4717
2 C -0.0028
3 N -0.6762
4 C -0.4243

Record 9
DFT (ωB97M-V/def2-TZVPD) results for the molecule C2HF4IO at a distorted geometry.

Element x y z (Å)
C -0.866 0.684 -0.575
C -2.542 0.832 -0.459
O -0.617 -0.593 -0.868
F -0.527 1.537 -1.547
F -0.231 1.139 0.524
F -2.791 1.803 0.463
F -2.949 1.202 -1.607
I -3.340 -1.074 0.050
H 0.339 -0.917 -1.061

Properties
LUMO energy: 0.27 eV
frontier orbital gap: 10.25 eV
relative energy (zero: lowest compared OMol25 entry of this formula, charge and spin): 21.50 kJ/mol
SMILES: OC(F)(F)C(F)(F)I

These are the natural (NBO) partial charges, in e, on atoms 1 to 4:
1 C 0.8377
2 C 0.5339
3 O -0.7222
4 F -0.3281

E_tot, record by record: -227791.79349; -317994.85741; -918528.91441; -71641.31009; -13329.96169; -66456.09956; -193382.39394; -10954.03179; -23107.73536 eV